No. 1
C23H17Cl3CuN3O7S4 as an isolated structure, computed with ωB97M-V/def2-TZVPD.

Computed properties:
charge	-2
energy above the lowest of the compared OMol25 structures with the same formula, charge and spin	65.29	kJ/mol
gap between HOMO and LUMO	4.1	eV

```
58
Properties=species:S:1:pos:R:3:mulliken_charge:R:1
Cu 3.1422 1.4519 -1.0318 -0.3483
Cl 0.5654 -4.7585 -5.0938 -0.2407
C 0.1245 -4.2323 -3.4955 0.4808
C -0.0377 -2.8831 -3.2337 -1.0934
C -0.4081 -2.4876 -1.9606 0.0927
C -0.6041 -3.4123 -0.9381 -0.4484
C -0.9422 -2.9412 0.4536 -0.3873
C 0.3448 -2.7417 1.2731 -1.1709
N 1.3472 -2.0322 0.5209 0.4474
C 2.4420 -2.5956 -0.1124 -0.3634
C 3.0694 -1.5823 -0.7697 -0.8345
N 2.3854 -0.4101 -0.5336 0.0754
C 1.3778 -0.7054 0.2452 -0.1856
O -1.6755 -1.7349 0.3382 0.0868
C -2.5858 -1.5205 1.4049 -0.9268
C -3.3072 -0.2411 1.1462 -0.5267
C -4.5823 -0.1437 0.6835 0.5488
Cl -5.6477 -1.4402 0.2883 -0.2543
S -5.0971 1.4790 0.4844 -0.2956
C -3.5797 2.0610 1.0369 -0.1758
C -2.7349 1.0513 1.3558 -0.1471
C -0.4071 -4.7517 -1.2383 0.8378
Cl -0.5779 -5.9737 0.0030 -0.2485
C -0.0532 -5.1809 -2.5067 -0.8404
H 0.1406 -2.1517 -4.0089 0.4279
H -0.5317 -1.4365 -1.7403 0.4906
H -1.5539 -3.7014 0.9532 0.7669
H 0.7455 -3.7204 1.5383 0.3440
H 0.1214 -2.2039 2.1966 0.4809
H 2.6492 -3.6502 -0.0443 0.4016
H 3.9567 -1.5614 -1.3913 0.7049
H 0.6494 -0.0072 0.6255 0.2302
H -2.0572 -1.4549 2.3634 0.2826
H -3.2942 -2.3546 1.4605 0.4733
H -3.3924 3.1214 1.0912 0.4067
H -1.7323 1.2141 1.7301 0.4032
H 0.0909 -6.2313 -2.7123 0.4364
O 1.5391 3.4309 3.9464 -0.7460
S 0.6539 2.7454 3.0392 1.1446
O -0.2211 1.7537 3.6345 -0.6482
N 1.4048 2.1671 1.7483 -0.4835
C 1.0098 2.7675 0.6181 0.8631
O 1.3867 2.5303 -0.5333 -0.8032
C -0.0437 3.8338 0.8503 0.3529
C -0.6748 4.6305 -0.0875 -0.3611
C -1.6179 5.5478 0.3617 -0.5877
C -1.9198 5.6586 1.7193 -0.4447
C -1.2874 4.8483 2.6567 -0.5577
C -0.3516 3.9466 2.1878 0.0783
H -0.4210 4.5333 -1.1351 0.4987
H -2.1259 6.1877 -0.3495 0.3623
H -2.6550 6.3847 2.0459 0.3687
H -1.5145 4.9192 3.7132 0.4172
O 7.2100 0.7110 -3.0259 -0.6769
S 5.7472 0.6751 -3.0729 0.9784
O 5.2087 1.0381 -4.3844 -0.6477
O 5.2051 -0.6101 -2.5928 -0.6492
S 5.1173 2.1646 -1.7218 -0.3893
```

---

No. 2
An isolated ion of composition C23H17ClNO3S and charge -1 in a non-equilibrium geometry, computed with ωB97M-V/def2-TZVPD.

Computed properties:
charge	-1
energy above the lowest of the compared OMol25 structures with the same formula, charge and spin	19.51	kJ/mol
gap between HOMO and LUMO	6.1	eV

```
46
Properties=species:S:1:pos:R:3:mulliken_charge:R:1
N 6.3595 -0.5651 0.8716 -0.5795
C 5.2905 -0.3099 1.2605 0.0269
C 3.9903 0.0065 1.8517 0.5268
C 3.6555 1.3111 2.2368 -0.6741
C 2.3705 1.6413 2.7205 -0.1619
C 1.3650 0.6675 2.7353 0.4102
C -0.0710 1.0078 3.1218 0.2492
C -0.9550 0.5566 2.1219 -1.2404
C -2.1183 1.3595 1.7914 0.3297
O -2.3526 2.4076 2.4271 -0.7893
C -3.0418 0.9270 0.6799 0.2018
C -2.6234 0.0544 -0.3347 -0.2636
C -3.5382 -0.4727 -1.2676 -0.5613
C -4.8849 -0.0505 -1.2214 -0.2900
C -5.2799 0.9411 -0.2853 -0.4260
C -4.3492 1.4376 0.6287 -0.4087
C -0.2142 0.7952 4.9836 -0.2748
Cl 0.2217 -0.7932 5.3877 -0.2375
S -1.6641 1.3150 6.0154 1.4864
O -1.5581 2.7515 5.9149 -0.6971
O -2.8630 0.6438 5.5669 -0.6334
C -1.6193 0.8340 7.7812 -0.0683
C -2.0804 -0.4065 8.2388 -0.2713
C -2.1125 -0.6588 9.6177 -0.5306
C -1.7185 0.3362 10.5194 -0.3459
C -1.2583 1.5695 10.0488 -0.5408
C -1.2353 1.8270 8.6756 -0.3447
C 1.6793 -0.6313 2.3408 -0.1953
C 2.9764 -0.9561 1.8907 -0.7616
H 4.3989 2.1044 2.1225 0.3756
H 2.1068 2.6355 3.0999 0.3854
H -0.2228 2.0688 3.4647 0.6000
H -0.7989 -0.3459 1.5154 -0.0257
H -1.5574 -0.1977 -0.3360 0.3596
H -3.1693 -1.1740 -2.0346 0.3285
H -5.6153 -0.4004 -1.9552 0.3323
H -6.2880 1.3787 -0.2487 0.3202
H -4.5752 2.2095 1.3719 0.3888
H 0.5850 1.5443 5.0026 0.3916
H -2.4254 -1.1345 7.5050 0.3774
H -2.4472 -1.6416 9.9603 0.3425
H -1.7004 0.1291 11.5910 0.3469
H -0.9030 2.3660 10.7041 0.3391
H -0.9603 2.7879 8.2405 0.4192
H 0.9291 -1.4219 2.4448 0.4227
H 3.1768 -1.9723 1.5436 0.3610
```

---

No. 3
C23H17F12FeN2O2S2 as an isolated structure in a non-equilibrium geometry, computed with ωB97M-V/def2-TZVPD.

Computed properties:
spin multiplicity	6
gap between HOMO and LUMO (spin up / spin down)	7.7 / 6.6	eV

```
59
Properties=species:S:1:pos:R:3:mulliken_charge:R:1
Fe -1.2377 -1.2273 -0.5643 0.6247
C 4.7661 1.3762 -1.9550 -1.6134
C 3.3708 1.2179 -1.4194 0.2810
C 3.0874 1.3192 -0.0637 -1.0227
C 1.7992 1.1381 0.3877 -0.3261
C 0.7319 0.8337 -0.4754 0.7265
N -0.5532 0.6597 0.0357 1.1305
C -1.1117 1.4860 0.9427 0.3275
C -0.4799 2.7021 1.3247 -0.7634
C -0.9075 3.4471 2.3940 -1.1122
C -2.0204 3.0461 3.1286 0.2504
C -2.4818 3.7982 4.3400 -1.6440
C -2.7551 1.9512 2.6607 -0.2929
C -2.3715 1.1889 1.5779 -0.5878
C -3.3479 0.1395 1.0106 1.8897
O -2.7857 -1.0157 0.5744 -1.2016
C -4.4308 -0.3004 2.0482 0.3915
F -3.8660 -0.6411 3.2265 -0.2569
F -5.0921 -1.3737 1.6103 -0.2592
F -5.3506 0.6530 2.3146 -0.2574
C -4.1203 0.8689 -0.1530 0.5790
F -5.1362 0.1284 -0.6159 -0.2859
F -3.2996 1.1136 -1.1739 -0.1095
F -4.6304 2.0603 0.2331 -0.2979
C 1.0381 0.6135 -1.8397 -0.8570
C 2.3336 0.8668 -2.2763 -0.6604
C 0.0269 0.0217 -2.8542 1.4463
O -1.1665 -0.4027 -2.3635 -1.1673
C 0.6696 -1.2677 -3.4818 0.5219
F 1.8432 -1.1495 -4.1254 -0.2747
F -0.1675 -1.8698 -4.3287 -0.2657
F 0.8977 -2.1457 -2.4511 -0.1767
C -0.2766 1.0760 -3.9471 0.6108
F 0.8032 1.3648 -4.7177 -0.2712
F -1.2455 0.6708 -4.7685 -0.2438
F -0.6704 2.2219 -3.3675 -0.2465
H 5.3495 2.0802 -1.3622 0.4117
H 4.7453 1.7147 -2.9901 0.4038
H 5.2827 0.4135 -1.9310 0.2689
H 3.8765 1.5481 0.6428 0.4283
H 1.5917 1.1887 1.4486 0.6409
H 0.3648 3.0452 0.7472 0.5743
H -0.3743 4.3494 2.6684 0.4208
H -1.6758 4.3902 4.7708 0.4063
H -2.8597 3.1134 5.0988 0.3913
H -3.2954 4.4777 4.0733 0.3162
H -3.6758 1.7313 3.1799 0.4847
H 2.5753 0.7717 -3.3238 0.4953
S 0.4228 -2.4295 1.0617 -0.3456
C 1.5224 -3.6086 0.6585 0.2857
N 1.4778 -4.8552 1.1223 -0.1960
C 2.4365 -5.8183 0.6090 -0.5396
C 3.6127 -5.0004 0.0887 -0.5821
S 2.9105 -3.3706 -0.3648 0.0172
H 0.6748 -5.1404 1.6622 0.2407
H 1.9847 -6.4059 -0.1949 0.2725
H 2.7456 -6.4962 1.4034 0.3238
H 4.0770 -5.4372 -0.7903 0.3869
H 4.3677 -4.8318 0.8540 0.3082
```

---

No. 4
C23H17F12N2O2Pd as an isolated structure in a non-equilibrium geometry, computed with ωB97M-V/def2-TZVPD.

Computed properties:
charge	-1
energy above the lowest of the compared OMol25 structures with the same formula, charge and spin	270.64	kJ/mol
gap between HOMO and LUMO (spin up / spin down)	6.5 / 5.9	eV

```
57
Properties=species:S:1:pos:R:3:mulliken_charge:R:1
Pd 0.6455 -0.3275 -1.9363 -0.3854
C 1.8500 -4.3415 3.5898 -1.7526
C 1.4720 -3.1923 2.7019 0.5464
C 0.3281 -2.4430 2.9573 -1.2466
C -0.0334 -1.4215 2.1195 -0.2430
C 0.7423 -1.0619 0.9913 0.7235
N 0.4051 -0.0020 0.2486 -0.2888
C -0.7000 0.7770 0.4421 0.1143
C -0.5532 1.8987 1.2814 -0.3228
C -1.5932 2.7603 1.5343 -0.9154
C -2.8401 2.5443 0.9592 0.4102
C -3.9962 3.4609 1.2295 -1.5538
C -2.9936 1.4699 0.0944 -0.6795
C -1.9547 0.5961 -0.1907 -0.4415
C -2.1925 -0.5551 -1.1827 1.6970
O -1.1956 -1.4054 -1.4186 -1.0065
C -2.5924 0.0457 -2.5740 0.5354
F -1.4896 0.6102 -3.1363 -0.1986
F -3.5313 1.0101 -2.6263 -0.2894
F -3.0059 -0.8978 -3.4242 -0.3003
C -3.4186 -1.3869 -0.6794 0.6348
F -3.3893 -1.5684 0.6462 -0.2607
F -3.4695 -2.5989 -1.2308 -0.2634
F -4.6252 -0.8240 -0.9406 -0.2993
C 1.9144 -1.8299 0.7327 -0.1058
C 2.2295 -2.8818 1.5770 -0.5399
C 2.7313 -1.5475 -0.5384 1.6915
O 2.6463 -0.3045 -1.0348 -0.9440
C 2.2814 -2.5842 -1.6483 0.7738
F 2.3473 -2.0369 -2.8904 -0.2698
F 1.0061 -2.9793 -1.5104 -0.1967
F 3.0090 -3.7138 -1.7048 -0.2975
C 4.2675 -1.7594 -0.3571 0.4563
F 4.8947 -1.5274 -1.5216 -0.2836
F 4.7277 -2.9686 0.0352 -0.2810
F 4.7665 -0.8949 0.5325 -0.2882
H 1.6471 -4.1076 4.6335 0.3992
H 1.2745 -5.2306 3.3294 0.2927
H 2.9035 -4.5800 3.4762 0.3784
H -0.2908 -2.6763 3.8151 0.3736
H -0.9328 -0.8534 2.3046 0.4533
H 0.4108 2.0390 1.7472 0.5246
H -1.4487 3.6016 2.2006 0.3645
H -3.8514 4.0061 2.1602 0.3881
H -4.1006 4.1867 0.4215 0.2677
H -4.9239 2.8952 1.2868 0.3851
H -3.9685 1.3157 -0.3422 0.4936
H 3.0872 -3.5048 1.3713 0.5120
C 1.8747 4.6707 -1.8021 -1.3574
C 0.6719 3.7238 -1.7876 0.4258
C 0.9897 2.4807 -2.4473 0.5990
N 1.2673 1.5162 -3.0164 -0.6567
H 1.5982 5.6203 -1.3512 0.3793
H 2.2046 4.8548 -2.8247 0.3553
H 2.7033 4.2394 -1.2452 0.3350
H -0.1805 4.1822 -2.2990 0.3259
H 0.3727 3.5042 -0.7595 -0.1681
```

---

No. 5
C23H17GaN5O5SSe as an isolated structure in a non-equilibrium geometry, computed with ωB97M-V/def2-TZVPD.

Computed properties:
charge	+1
energy above the lowest of the compared OMol25 structures with the same formula, charge and spin	70.37	kJ/mol
gap between HOMO and LUMO	4.9	eV

```
53
Properties=species:S:1:pos:R:3:mulliken_charge:R:1
Ga -0.5228 0.0187 -0.0840 0.3613
O 2.6444 -0.6587 -6.1182 -0.6895
C 3.1387 0.0094 -5.2016 0.3506
O 4.0712 0.8202 -5.0971 -0.6912
C 2.2727 -0.0616 -3.8789 -0.6306
C 2.6795 0.6408 -2.7478 -0.8094
C 1.8211 0.7338 -1.6757 0.8508
N 0.6292 0.1360 -1.7061 -0.0524
C 0.2152 -0.5295 -2.7840 0.9318
C 1.0111 -0.6408 -3.9013 -0.6510
C -1.1890 -0.9762 -2.6713 0.4504
C -1.7704 -1.8662 -3.5540 -0.8530
C -3.1087 -2.1735 -3.4053 -0.4776
C -3.8401 -1.5583 -2.3969 -0.9317
C -3.1871 -0.7135 -1.5345 0.3057
N -1.8790 -0.4294 -1.6499 0.4017
C 2.0013 1.6053 -0.4938 0.4470
C 3.1372 2.3664 -0.2837 -0.7351
C 3.1362 3.3024 0.7344 -0.4549
C 1.9895 3.4693 1.4988 -0.9975
C 0.9097 2.6504 1.2513 0.0928
N 0.9171 1.7094 0.2964 0.0598
H 3.6418 1.1347 -2.7898 0.6003
H 0.6916 -1.1276 -4.8157 0.5728
H -1.1694 -2.3256 -4.3255 0.4379
H -3.5834 -2.8887 -4.0654 0.4793
H -4.8981 -1.7430 -2.2742 0.4435
H -3.7198 -0.2428 -0.7227 0.1102
H 4.0010 2.2399 -0.9215 0.4706
H 4.0085 3.9174 0.9135 0.4617
H 1.9318 4.2218 2.2744 0.4435
H -0.0037 2.7641 1.8177 0.4889
Se -3.2382 1.2703 1.4976 0.3548
N -1.5255 0.7300 1.4865 -0.0417
C -1.0908 0.7095 2.7495 0.6672
C 0.1871 0.2860 3.2147 -0.0123
C 0.4487 0.3964 4.5415 -0.9414
C -0.5040 0.9154 5.4819 -0.6379
C -1.7411 1.2883 5.0916 -0.6421
C -2.0744 1.1811 3.7049 0.4123
N -3.2531 1.5123 3.2144 -0.7398
H 0.9163 -0.1214 2.5330 0.6419
H 1.4151 0.0736 4.9078 0.4685
H -0.2232 0.9953 6.5240 0.4309
H -2.4809 1.6661 5.7855 0.4969
C -0.1808 -3.6660 1.8980 -0.9734
S -0.5279 -2.6301 0.5285 1.2079
O 0.4943 -1.4809 0.6050 -0.3542
O -0.4200 -3.3537 -0.6997 -0.5716
O -1.8150 -1.9800 0.7785 -0.5924
H 0.8068 -4.1043 1.7579 0.3795
H -0.9487 -4.4385 1.9138 0.3877
H -0.2222 -3.0538 2.7974 0.2723
```

---

No. 6
C23H18As2ClFNO12S2V as an isolated structure, computed with ωB97M-V/def2-TZVPD.

Computed properties:
charge	-1
energy above the lowest of the compared OMol25 structures with the same formula, charge and spin	126.58	kJ/mol
spin multiplicity	2
gap between HOMO and LUMO (spin up / spin down)	7.2 / 7.7	eV

```
61
Properties=species:S:1:pos:R:3:mulliken_charge:R:1
V -0.0906 0.2153 0.2140 0.9343
O 1.7019 -1.1084 -3.2657 -0.6051
As 2.8502 -1.0725 -1.9083 0.8380
O 3.4806 -2.5599 -1.9250 -0.6213
O 0.6360 -1.5359 -0.3166 0.3676
C 0.0249 -2.4916 -1.0207 -0.4294
C 0.4889 -3.8041 -1.0038 -0.5499
C -0.1222 -4.7459 -1.8107 -0.4794
C -1.1953 -4.4181 -2.6388 -0.7593
C -1.6675 -3.1193 -2.6646 -0.3790
C -1.0503 -2.1730 -1.8594 -0.1693
S -1.6007 -0.5301 -1.7866 1.8931
O -2.6625 -0.2971 -2.7087 -0.7403
O -1.9388 -0.3445 -0.3258 -0.5283
O -0.3838 0.3452 -1.9418 -0.8465
H 1.0352 -0.4155 -3.1350 0.3907
H 1.3316 -4.0482 -0.3730 0.4637
H 0.2472 -5.7638 -1.7993 0.3929
H -1.6565 -5.1744 -3.2597 0.3780
H -2.4970 -2.8250 -3.2932 0.5358
O 0.1244 -0.3743 3.9195 -0.6769
As 0.1491 -1.1359 2.3362 0.7055
O -0.8145 -2.4396 2.4288 -0.7621
O 1.8755 -1.7447 2.4505 -0.6688
C 3.0267 -1.5657 1.8019 0.8431
C 3.7958 -2.7203 1.6036 -0.4293
C 5.0470 -2.6660 1.0323 -0.5226
C 5.5950 -1.4491 0.6374 -0.5365
C 4.8554 -0.2996 0.8106 -0.5200
C 3.5809 -0.3439 1.3801 -0.4035
S 2.7212 1.1782 1.4963 1.7623
O 2.0999 1.2881 2.7925 -0.8050
O 3.5831 2.2462 1.0889 -0.7936
O 1.6277 1.0098 0.4107 -0.7290
H 0.7735 0.3468 3.8984 0.4716
H 3.3590 -3.6588 1.9180 0.4418
H 5.6003 -3.5836 0.8781 0.3593
H 6.5744 -1.4044 0.1816 0.3683
H 5.2384 0.6642 0.5045 0.4745
Cl -5.7416 3.3326 -0.6615 -0.2548
C -4.1723 3.2887 -1.4072 0.0105
C -3.9945 3.7512 -2.6958 -0.2931
C -2.7184 3.6882 -3.2331 -0.6385
C -1.6954 3.1645 -2.4600 -0.3365
N -1.8759 2.7210 -1.2193 0.0283
C -3.0938 2.7819 -0.6983 -0.1878
H -4.8310 4.1426 -3.2586 0.4235
H -2.5236 4.0306 -4.2402 0.3952
H -0.6900 3.0763 -2.8548 0.4246
H -3.2206 2.4067 0.3110 0.4079
F -3.2698 3.9919 3.7948 -0.3850
C -2.5328 3.1051 3.0884 0.4727
C -2.9874 1.8035 2.9786 -0.8478
C -2.2275 0.9048 2.2511 0.1174
C -1.0267 1.2920 1.6460 0.6187
C -0.5969 2.6092 1.7977 -0.4809
C -1.3570 3.5308 2.5098 -0.8366
H -3.9115 1.5117 3.4588 0.4570
H -2.5713 -0.1195 2.1602 0.3435
H 0.3319 2.9476 1.3591 0.4456
H -1.0380 4.5577 2.6264 0.4507
```